The following is a quantum chemistry calculation of a cluster of 8 separate species, C31H79O18P in total at a distorted geometry, from the Open Molecules 2025 dataset.

Summary:
SMILES string: COP(=O)(OC)OC.COCCOC.COCCOC.COCCOC.COCCOC.COCCOC.COCCOC.COCCOC
DFT total energy in eV: -79561.769

Element x y z (Å)
1 C 12.632 -23.826 -5.507
2 C 10.562 -22.518 -7.232
3 C 19.803 -18.884 -17.212
4 O 11.964 -22.244 -7.321
5 H 17.003 -18.166 -14.335
6 O 6.956 -5.660 0.652
7 H 10.206 -20.809 -13.332
8 C 8.948 -11.272 -9.004
9 C 7.674 -19.108 -14.715
10 C 12.822 -23.342 -6.973
11 H 14.070 -14.974 -2.450
12 H 13.762 -10.569 -4.873
13 H 9.748 -7.759 2.079
14 H 12.911 -5.123 -12.340
15 C 11.647 -14.573 -8.863
16 H 9.505 -10.736 -8.235
17 H 6.299 -16.574 -13.315
18 O 9.714 -12.338 -9.458
19 H 9.840 -8.342 0.417
20 H 10.256 -19.126 -13.737
21 H 21.539 -12.317 -11.078
22 C 10.884 -11.888 -10.123
23 H 13.566 -24.112 -2.999
24 H 12.588 -24.151 -7.666
25 H 16.772 -10.855 -4.855
26 P 6.819 -7.119 0.422
27 O 13.334 -13.173 -2.621
28 H 20.264 -20.549 -19.132
29 C 6.154 -19.074 -14.407
30 C 9.789 -20.071 -14.017
31 H 15.768 -9.390 -4.601
32 H 9.386 -6.713 0.722
33 C 12.166 -7.607 -15.452
34 C 16.182 -10.285 -4.137
35 H 20.174 -14.067 -6.982
36 O 12.844 -7.415 -14.232
37 H 18.947 -14.510 -8.102
38 H 19.948 -11.627 -14.241
39 C 13.730 -14.350 -3.276
40 C 6.402 -17.415 -12.628
41 H 11.154 -15.251 -9.560
42 O 14.875 -5.885 -12.364
43 O 5.443 -7.796 0.979
44 O 19.836 -12.359 -12.388
45 H 11.573 -24.038 -5.357
46 O 6.852 -7.713 -1.116
47 H 10.875 -14.095 -8.260
48 O 13.097 -22.849 -4.592
49 H 11.183 -8.022 -15.229
50 H 10.260 -23.460 -7.690
51 C 21.026 -20.664 -18.361
52 H 5.769 -20.082 -14.563
53 O 18.259 -19.404 -15.385
54 C 19.239 -18.452 -15.831
55 H 12.516 -11.288 -2.985
56 C 5.284 -9.165 0.972
57 H 11.510 -11.190 -9.566
58 H 20.925 -10.688 -13.226
59 H 14.600 -6.524 -14.995
60 H 12.586 -8.256 -16.220
61 H 18.816 -12.910 -9.919
62 H 21.170 -21.743 -18.303
63 H 8.666 -10.566 -9.786
64 H 11.207 -13.738 -11.241
65 C 19.819 -13.299 -10.091
66 C 12.947 -12.101 -3.569
67 H 20.230 -11.262 -10.680
68 H 5.816 -6.077 -1.843
69 H 18.785 -17.462 -15.858
70 C 14.295 -7.315 -14.310
71 H 6.043 -16.972 -11.699
72 H 17.247 -19.829 -13.620
73 H 7.473 -17.514 -12.450
74 H 20.003 -18.346 -15.060
75 H 14.718 -7.967 -12.281
76 H 10.270 -21.722 -7.918
77 H 12.914 -14.788 -3.852
78 O 12.498 -13.731 -9.648
79 O 8.393 -20.016 -13.838
80 C 9.260 -7.726 1.105
81 C 11.763 -13.030 -10.627
82 O 7.957 -8.113 1.153
83 H 19.689 -14.249 -10.609
84 C 14.995 -7.177 -12.979
85 C 6.160 -7.075 -2.116
86 O 20.580 -13.386 -8.895
87 O 20.518 -20.121 -17.149
88 H 20.475 -18.078 -17.506
89 H 11.825 -23.615 -3.102
90 O 5.874 -18.701 -13.050
91 H 13.117 -22.492 -2.531
92 H 8.047 -11.704 -8.568
93 H 12.529 -12.603 -11.274
94 H 19.011 -18.964 -17.957
95 H 12.185 -15.267 -8.217
96 H 21.873 -20.096 -18.745
97 H 10.619 -11.388 -11.055
98 H 5.768 -18.373 -15.148
99 H 4.296 -9.357 0.552
100 C 20.615 -11.721 -13.384
101 H 14.629 -8.265 -14.730
102 C 13.663 -5.539 -11.669
103 H 8.191 -18.174 -14.495
104 H 16.797 -9.876 -3.336
105 H 7.843 -19.446 -15.738
106 C 20.016 -14.311 -8.033
107 H 12.150 -12.415 -4.244
108 C 17.705 -18.968 -14.107
109 H 13.833 -22.956 -7.104
110 C 14.131 -11.466 -4.376
111 C 20.451 -12.272 -11.025
112 H 13.216 -24.728 -5.319
113 H 6.042 -9.650 0.356
114 H 5.369 -9.474 2.014
115 H 10.111 -20.158 -15.055
116 H 14.613 -14.208 -3.898
117 H 16.072 -7.340 -13.031
118 H 14.560 -12.099 -5.154
119 H 20.474 -15.249 -8.348
120 H 13.283 -6.425 -11.160
121 H 18.393 -18.682 -13.311
122 H 13.885 -4.768 -10.932
123 H 5.233 -7.587 -2.374
124 H 21.490 -12.362 -13.494
125 C 12.864 -23.305 -3.211
126 H 10.177 -22.441 -6.215
127 H 6.809 -6.921 -2.977
128 O 15.128 -10.966 -3.511
129 H 12.015 -6.610 -15.866

Löwdin atomic charge list, values in e, 4 entries: number 1, C, carries -0.23; number 2, C, carries -0.11; number 3, C, carries -0.18; number 4, O, carries -0.20

=====

The following is a quantum chemistry calculation of a cluster of 7 separate species, C31H82N6O10 in total at a distorted geometry, from the Open Molecules 2025 dataset.

Summary:
SMILES string: COC[C@H](C)N.COC[C@H](C)N.COC[C@H](C)N.COCCNCCOC.COCCNCCOC.COCCNCCOC.CO
DFT total energy in eV: -62868.422

Element x y z (Å)
1 C -5.403 3.299 -0.306
2 H -0.560 -4.167 4.025
3 H 2.751 2.088 -1.458
4 H 2.302 -4.710 0.638
5 H 2.563 -2.779 -0.556
6 H -1.642 1.612 -1.004
7 H -2.938 6.864 2.070
8 C 1.098 2.717 -5.735
9 H 0.729 2.369 -1.482
10 C 3.649 4.437 0.031
11 H 0.176 2.640 1.313
12 H 6.331 -2.211 1.251
13 H 1.378 -2.141 -2.797
14 H -4.315 1.439 0.212
15 H 4.384 2.873 -0.898
16 H 3.344 -5.497 -0.549
17 H 3.600 1.706 1.155
18 H 5.190 -4.304 0.006
19 H 1.148 1.614 0.057
20 C -3.859 -6.255 4.228
21 H -0.526 -1.269 -1.696
22 C -1.901 2.088 -0.059
23 H -0.108 -1.086 3.786
24 O 4.428 -2.963 1.465
25 O 0.163 -3.689 -3.635
26 H -7.115 5.355 -0.462
27 H 2.182 3.112 -1.033
28 C 2.962 2.318 -4.235
29 H -0.543 1.787 -0.535
30 C 3.423 1.255 -3.196
31 O -4.326 7.209 0.441
32 H -0.968 -3.057 5.363
33 H 3.366 2.065 -5.215
34 H -4.219 4.978 0.006
35 O -1.621 -2.523 3.461
36 H -5.500 7.205 -1.002
37 C 0.486 1.549 -0.806
38 O 0.580 0.376 -1.537
39 H -0.140 3.049 -0.304
40 H -4.063 1.969 -1.454
41 H 5.157 4.169 -1.218
42 H 2.558 -1.540 1.194
43 C -5.670 6.942 0.042
44 C -6.271 -6.204 2.204
45 O -3.060 2.924 0.044
46 H -0.726 4.062 1.035
47 H 1.075 3.803 -5.830
48 H -1.027 -1.905 -3.362
49 C 0.127 3.504 0.650
50 H 3.948 -0.336 -0.779
51 C -0.745 -2.641 -4.115
52 H -6.604 -5.504 1.437
53 H 1.535 -2.189 -0.794
54 O 1.545 2.319 -4.427
55 H 3.294 3.318 -3.953
56 H 4.006 1.047 -1.368
57 C 5.626 -2.590 1.990
58 H 0.765 -3.813 -0.978
59 C 4.407 -4.262 0.763
60 H -6.362 5.391 1.109
61 H -4.446 5.958 2.105
62 N -3.125 -5.070 3.730
63 H 4.938 1.596 0.108
64 H -1.139 2.846 0.124
65 H -6.253 3.081 -0.952
66 H -3.419 -7.606 2.582
67 O 1.325 4.252 0.572
68 N 3.659 1.869 -1.841
69 H -3.769 -4.480 3.223
70 C 3.123 -4.548 -0.060
71 H 3.575 4.782 1.063
72 H 0.864 -3.399 1.309
73 C 2.404 3.526 -0.050
74 C -0.424 -1.809 3.034
75 H -6.969 -7.040 2.184
76 H -0.439 -3.318 0.064
77 H 1.491 -4.994 -1.973
78 H -4.472 7.597 2.537
79 C 4.176 0.978 0.583
80 H 2.397 -0.205 0.404
81 H 1.730 2.333 -6.535
82 C 1.560 -3.938 -1.712
83 H -0.532 -1.306 2.073
84 H -6.591 -5.593 3.048
85 N 2.849 -3.588 -1.090
86 H 2.673 6.190 -0.552
87 N 1.841 -0.955 0.789
88 N -5.041 4.729 -0.525
89 H -1.844 1.322 0.714
90 C 1.400 -3.213 -2.990
91 H 2.342 -0.592 -3.830
92 H 6.170 -3.426 2.430
93 N 4.789 3.667 -0.423
94 C -1.340 -3.543 4.461
95 H 2.235 -3.460 -3.646
96 H 0.080 2.411 -5.974
97 H 4.641 0.221 1.214
98 H 0.290 -2.601 2.806
99 C 2.383 0.130 -3.014
100 C -6.177 5.572 0.050
101 H -3.443 -3.731 5.231
102 H 5.469 -1.874 2.797
103 H 2.687 2.646 0.529
104 C -4.001 6.914 1.831
105 H -3.228 -6.822 4.913
106 H -5.764 3.133 0.709
107 H -0.388 -2.187 -5.039
108 H 4.429 6.348 -0.774
109 H -2.312 -4.790 5.791
110 C -4.297 -7.163 3.053
111 C 0.936 -1.665 -0.049
112 C -4.257 2.312 -0.438
113 H -0.906 -0.386 -0.238
114 C -2.580 -4.286 4.863
115 H 4.757 -4.996 1.488
116 C 3.585 5.660 -0.828
117 H 4.449 0.911 -3.327
118 H -4.780 -5.984 4.744
119 C 0.230 -2.747 0.708
120 C -0.080 -0.731 -0.859
121 H -5.036 -7.940 3.249
122 O 3.382 0.314 -0.356
123 H 1.363 0.422 -2.762
124 H 3.486 5.393 -1.880
125 H -6.519 7.512 0.419
126 O -4.875 -6.399 2.075
127 H -1.640 -3.235 -4.296
128 H 2.725 -0.556 -2.240
129 H -0.414 -2.274 1.449

Löwdin atomic charge list, values in e, 4 entries: number 1, C, carries -0.20; number 2, H, carries 0.12; number 3, H, carries 0.02; number 4, H, carries 0.11

=====

The following is a quantum chemistry calculation of a cluster of 11 separate species, C31H84O29S11 in total at a distorted geometry, from the Open Molecules 2025 dataset.

Summary:
DFT total energy in eV: -212067.729

Element x y z (Å)
1 H 16.342 13.940 16.668
2 H 14.579 23.620 15.244
3 H 11.834 15.247 18.887
4 H 14.097 22.834 16.904
5 H 7.616 17.211 17.859
6 H 15.486 22.265 15.935
7 H 18.507 15.346 8.953
8 H 20.020 19.086 12.686
9 H 16.305 17.873 16.728
10 H 9.202 18.264 11.760
11 O 19.066 13.010 14.823
12 C 18.915 15.299 11.096
13 H 8.646 16.588 19.150
14 C 15.574 16.486 13.272
15 C 17.245 13.381 17.052
16 H 16.514 16.239 12.786
17 H 18.484 15.783 12.035
18 C 14.556 16.903 17.708
19 H 17.297 12.470 16.515
20 C 13.049 21.067 12.660
21 H 10.415 13.250 14.383
22 H 16.051 22.316 12.164
23 H 12.030 12.436 14.434
24 H 14.584 20.832 11.251
25 H 16.322 11.843 11.146
26 H 11.535 15.604 11.736
27 O 16.040 15.704 8.133
28 H 12.835 20.536 19.512
29 H 17.813 17.688 7.688
30 H 17.850 9.364 12.063
31 H 14.948 16.478 18.643
32 H 14.950 14.362 11.892
33 O 13.782 17.908 20.228
34 O 16.569 20.060 13.959
35 H 16.665 12.214 8.186
36 O 11.911 12.694 17.371
37 O 12.089 18.207 11.907
38 H 11.258 13.866 19.868
39 C 15.045 13.964 12.889
40 O 9.929 15.985 13.618
41 O 12.069 22.247 15.298
42 H 13.082 21.254 10.525
43 H 10.491 13.962 16.613
44 C 18.056 15.465 9.934
45 H 22.871 18.597 8.107
46 C 16.954 21.632 12.026
47 H 16.630 13.636 19.237
48 H 17.819 22.087 11.608
49 O 19.795 18.613 9.317
50 H 12.288 17.455 14.354
51 H 16.768 11.962 18.586
52 O 13.545 20.300 15.735
53 H 10.627 11.772 15.251
54 H 14.676 18.507 16.517
55 C 11.125 12.702 15.014
56 O 11.350 17.637 19.642
57 C 18.123 9.686 11.022
58 O 18.565 20.837 9.072
59 H 22.081 17.533 9.264
60 C 8.459 16.521 18.108
61 H 18.235 12.980 18.894
62 H 21.042 14.089 16.261
63 H 15.535 10.433 12.039
64 C 9.582 16.997 17.185
65 O 14.816 13.783 9.132
66 O 18.342 15.346 14.590
67 C 19.114 19.180 13.328
68 H 10.569 16.639 17.627
69 S 18.947 14.316 15.365
70 S 10.033 17.002 14.637
71 O 9.320 16.270 15.949
72 O 17.630 18.954 10.272
73 H 11.644 19.842 18.324
74 H 18.950 14.267 11.277
75 H 12.104 14.271 15.976
76 H 16.842 19.102 7.405
77 H 11.927 16.246 15.580
78 H 8.146 15.507 17.953
79 H 19.871 15.720 10.963
80 H 9.059 17.990 10.062
81 H 13.930 22.497 11.424
82 S 18.422 19.415 9.210
83 C 9.666 17.757 10.914
84 C 17.853 18.721 7.597
85 O 17.655 22.206 14.547
86 S 17.398 21.182 13.612
87 O 13.502 12.084 19.053
88 C 13.709 21.453 11.397
89 H 13.238 19.886 17.870
90 S 13.356 21.625 15.210
91 H 21.375 17.677 7.619
92 S 11.297 18.372 10.696
93 C 19.216 18.631 14.755
94 H 18.616 19.029 6.827
95 C 12.099 14.341 19.435
96 H 12.540 14.393 11.262
97 C 11.382 13.512 16.237
98 H 13.388 16.707 10.915
99 C 14.493 22.743 15.883
100 H 20.037 19.036 15.297
101 S 14.965 15.113 14.199
102 H 20.844 20.092 8.273
103 H 9.533 16.705 11.225
104 H 16.471 13.187 6.706
105 C 12.627 19.758 18.744
106 S 12.997 13.257 18.378
107 O 18.383 14.201 16.804
108 H 11.188 14.789 10.242
109 H 12.939 20.027 12.866
110 H 15.977 13.418 12.997
111 O 13.922 14.064 17.611
112 H 14.755 11.158 10.613
113 S 16.635 9.628 10.056
114 H 14.247 13.251 13.113
115 H 12.803 14.601 20.218
116 O 11.156 19.661 10.193
117 C 11.640 17.207 15.205
118 O 11.873 17.375 9.648
119 C 20.529 14.867 15.774
120 H 11.773 17.946 15.981
121 C 17.174 12.981 18.511
122 O 13.120 17.271 17.970
123 H 18.292 18.877 15.282
124 H 20.383 15.751 16.424
125 H 14.841 16.910 12.558
126 C 12.742 16.289 10.172
127 H 18.894 9.084 10.583
128 H 18.572 10.725 11.073
129 H 19.415 17.595 14.670
130 H 17.504 16.410 9.980
131 O 18.869 20.605 13.293
132 C 21.925 18.222 8.421
133 S 12.700 18.057 19.276
134 O 17.056 14.396 10.010
135 C 21.060 19.352 8.968
136 C 11.951 15.205 10.871
137 C 16.870 13.162 7.744
138 H 9.607 18.070 17.051
139 O 13.464 15.439 14.255
140 O 13.808 21.648 13.713
141 H 14.431 16.192 16.906
142 O 16.906 10.272 8.756
143 H 21.468 19.840 9.828
144 H 17.906 13.380 7.653
145 S 16.074 14.374 8.704
146 H 21.067 15.139 14.826
147 H 15.512 18.796 18.023
148 O 9.492 18.303 14.306
149 C 15.739 10.903 11.027
150 H 18.267 18.690 12.838
151 H 13.427 15.904 9.338
152 H 15.797 17.342 13.928
153 C 15.353 18.096 17.222
154 H 16.621 20.689 11.568
155 H 12.014 21.453 12.664

Löwdin atomic charge list, values in e, 4 entries: number 1, H, carries 0.11; number 2, H, carries 0.09; number 3, H, carries 0.04; number 4, H, carries 0.08